[1]
ORCA calculation (wB97M-V/def2-TZVPD) on a molecular structure, C28H31IrN3O9PS3.

Geometry (Å):
Ir -1.05 0.54 -0.83
O 3.34 -0.35 -2.75
C 4.03 0.41 -1.89
C 5.42 0.37 -1.97
C 6.19 1.14 -1.12
C 5.59 1.96 -0.17
C 4.22 2.01 -0.09
C 3.41 1.24 -0.94
C 1.94 1.31 -0.83
O 1.22 0.39 -1.31
N 1.45 2.40 -0.19
N 0.13 2.42 -0.22
C -0.38 3.45 0.46
C -1.72 3.78 0.56
C -2.10 4.76 1.53
C -3.40 5.11 1.71
C -4.41 4.52 0.90
C -4.11 3.61 -0.05
C -2.75 3.20 -0.29
O -2.48 2.40 -1.21
H 2.40 -0.34 -2.48
H 5.87 -0.27 -2.72
H 7.27 1.09 -1.19
H 6.20 2.55 0.51
H 3.73 2.65 0.64
H 0.35 4.03 1.02
H -1.32 5.17 2.16
H -3.67 5.83 2.48
H -5.45 4.79 1.07
H -4.87 3.13 -0.66
C -1.94 1.06 -3.64
O -1.69 0.11 -2.63
H -1.21 1.88 -3.63
H -2.94 1.49 -3.51
H -1.90 0.56 -4.61
C 1.63 -3.72 1.58
C 2.16 -3.59 0.17
C 2.93 -2.30 -0.02
O 1.18 -3.66 -0.90
P -0.43 -3.63 -0.81
S -1.22 -5.12 0.13
S -1.01 -1.85 -0.02
O -0.80 -3.73 -2.35
C -0.07 -3.39 -3.54
C 0.86 -4.53 -3.91
C 0.63 -2.05 -3.46
H 2.49 -3.83 2.25
H 0.99 -4.60 1.69
H 1.07 -2.84 1.88
H 2.82 -4.44 -0.04
H 2.25 -1.46 0.12
H 3.37 -2.24 -1.02
H 3.73 -2.22 0.72
H -0.86 -3.31 -4.30
H 1.65 -4.62 -3.17
H 1.31 -4.34 -4.89
H 0.31 -5.47 -3.96
H 1.48 -2.12 -2.78
H -0.06 -1.28 -3.12
H 1.01 -1.78 -4.45
O -3.25 0.26 0.58
C -2.58 0.40 1.61
N -1.28 0.76 1.56
S -0.60 0.91 3.02
O -0.30 2.29 3.31
O 0.46 -0.04 3.21
C -2.05 0.42 3.92
C -2.22 0.27 5.28
C -3.48 -0.14 5.71
C -4.51 -0.39 4.81
C -4.31 -0.23 3.44
C -3.06 0.18 3.01
H -1.41 0.45 5.97
H -3.66 -0.28 6.77
H -5.47 -0.71 5.18
H -5.09 -0.43 2.72

Properties
LUMO (spin up / spin down) (eV): 2.0 / 0.0
2S+1: 6
Relative energy (zero: lowest compared OMol25 entry of this formula, charge and spin) (kcal per mole): 15.72
E_HOMO (spin up / spin down) (eV): -4.4 / -5.1
Total charge: -1
Frontier orbital gap (spin up / spin down) (eV): 6.363 / 5.049

[2]
ORCA calculation (wB97M-V/def2-TZVPD) on C28H31N3O5S in the gas phase in a non-equilibrium geometry.

Geometry (Å):
C 0.00 -4.19 -0.14
N -0.17 -2.94 -0.84
C -1.51 -2.66 -1.34
C -2.45 -2.35 -0.20
C -2.16 -1.29 0.65
C -2.99 -1.01 1.72
C -4.13 -1.77 1.94
C -4.43 -2.82 1.09
C -3.59 -3.11 0.03
C 0.78 -2.00 -0.99
O 0.55 -0.94 -1.55
C 2.16 -2.26 -0.38
C 2.15 -1.56 0.98
C 3.55 -1.43 1.57
N 4.48 -0.82 0.65
S 4.66 0.83 0.67
O 4.67 1.22 2.05
O 5.80 1.13 -0.14
C 3.20 1.54 -0.11
C 3.19 1.74 -1.49
C 2.02 2.09 -2.11
C 0.84 2.22 -1.36
N -0.31 2.47 -2.03
C -1.43 2.52 -1.36
C -1.52 2.40 0.05
C -0.35 2.23 0.76
C -0.37 2.19 2.25
O -1.13 1.53 2.92
O 0.54 3.00 2.79
C 0.87 2.09 0.06
C 2.10 1.74 0.66
C -2.89 2.52 0.62
C -3.58 3.79 0.08
C -3.46 3.92 -1.46
C -2.71 2.75 -2.09
C 4.57 -1.50 -0.62
C 3.21 -1.65 -1.31
H 0.42 -4.04 0.85
H -0.97 -4.66 -0.02
H 0.65 -4.87 -0.70
H -1.42 -1.79 -2.00
H -1.87 -3.51 -1.92
H -1.29 -0.69 0.47
H -2.74 -0.19 2.38
H -4.77 -1.55 2.78
H -5.31 -3.42 1.26
H -3.83 -3.93 -0.63
H 2.36 -3.33 -0.26
H 1.71 -0.57 0.85
H 1.51 -2.11 1.69
H 3.94 -2.42 1.83
H 3.55 -0.80 2.46
H 4.11 1.60 -2.04
H 1.96 2.23 -3.18
H 0.50 2.96 3.76
H 2.18 1.61 1.73
H -3.47 1.64 0.32
H -2.88 2.55 1.71
H -3.11 4.65 0.55
H -4.62 3.77 0.38
H -4.46 3.98 -1.90
H -2.94 4.84 -1.70
H -2.50 2.95 -3.14
H -3.31 1.84 -2.03
H 5.01 -2.49 -0.44
H 5.26 -0.93 -1.24
H 2.85 -0.67 -1.63
H 3.32 -2.27 -2.20

Properties
LUMO (eV): -0.3
Relative energy (zero: lowest compared OMol25 entry of this formula, charge and spin) (kcal per mole): 14.50
E_HOMO (eV): -8.9
Frontier orbital gap (eV): 8.609

[3]
ORCA calculation (wB97M-V/def2-TZVPD) on a molecular structure, C28H32BHfN11OS6 in a non-equilibrium geometry.

Geometry (Å):
Hf 8.11 17.49 11.58
C 11.14 19.20 10.06
C 10.44 19.83 11.25
C 10.74 21.11 11.86
C 9.73 21.26 12.79
N 8.86 20.27 12.58
N 9.35 19.35 11.72
B 7.71 20.04 13.56
N 8.24 18.83 14.41
C 8.67 18.64 15.68
C 8.90 17.34 15.93
C 8.56 16.71 14.75
C 8.80 15.28 14.50
N 8.11 17.59 13.81
N 6.41 19.74 12.70
C 5.27 20.48 12.57
C 4.50 19.99 11.58
C 5.21 18.89 11.05
C 4.65 18.12 9.92
N 6.32 18.70 11.85
N 7.37 21.28 14.28
C 6.89 22.48 13.84
C 6.78 23.27 14.91
C 7.12 22.43 16.06
C 7.05 22.78 17.49
N 7.48 21.29 15.63
H 11.11 19.88 9.18
H 10.74 18.24 9.74
H 12.26 19.03 10.32
H 11.67 21.69 11.71
H 9.61 22.01 13.52
H 8.88 19.51 16.26
H 9.33 16.89 16.88
H 8.23 14.71 15.28
H 9.82 15.10 14.68
H 8.59 14.92 13.49
H 5.01 21.21 13.26
H 3.48 20.29 11.29
H 3.63 18.44 9.85
H 4.71 17.06 9.99
H 5.09 18.49 9.01
H 6.78 22.67 12.74
H 6.36 24.28 15.04
H 7.19 23.79 17.76
H 7.86 22.19 18.07
H 6.05 22.42 17.95
S 8.36 19.72 6.87
C 7.93 19.43 8.53
S 7.61 20.86 9.16
S 7.98 17.81 9.05
C 10.91 15.20 9.36
N 11.53 15.18 10.68
C 12.81 14.45 10.89
C 11.04 15.76 11.72
O 9.93 16.42 11.75
H 10.92 14.13 9.01
H 11.52 15.78 8.61
H 9.93 15.61 9.40
H 12.73 13.39 10.69
H 13.08 14.52 11.98
H 13.60 14.91 10.35
H 11.59 15.61 12.66
S 8.60 11.62 7.73
C 8.26 12.59 9.05
S 7.42 14.14 8.97
C 7.51 14.28 10.68
N 8.28 13.40 11.25
N 8.68 12.47 10.30
C 9.54 11.42 10.75
C 10.71 11.75 11.33
C 11.54 10.70 11.80
C 11.02 9.39 11.81
C 9.79 9.13 11.27
C 9.02 10.13 10.69
S 6.60 15.53 11.51
H 10.98 12.74 11.34
H 12.53 10.86 12.20
H 11.51 8.52 12.25
H 9.42 8.09 11.20
H 7.98 9.97 10.34

Properties
LUMO (spin up / spin down) (eV): -3.4 / -4.7
2S+1: 2
Relative energy (zero: lowest compared OMol25 entry of this formula, charge and spin) (kcal per mole): 70.74
E_HOMO (spin up / spin down) (eV): -10.2 / -10.0
Total charge: +1
Frontier orbital gap (spin up / spin down) (eV): 6.861 / 5.301

[4]
ORCA calculation (wB97M-V/def2-TZVPD) on a molecular structure, C28H32BrCsN5O6 in a non-equilibrium geometry.

Geometry (Å):
Cs 1.09 1.40 -1.18
N 3.81 1.90 2.55
C 2.54 2.58 2.29
C 2.43 3.87 3.14
C 1.08 4.58 3.16
C 0.03 3.83 3.96
N 0.44 3.61 5.36
C 1.24 2.59 5.76
N 1.99 2.86 6.89
N 1.30 1.47 5.14
C 2.38 2.88 0.77
O 3.39 2.70 0.06
O 1.25 3.23 0.37
H 4.37 2.45 3.20
H 4.31 1.91 1.66
H 1.73 1.90 2.55
H 3.19 4.56 2.76
H 2.72 3.62 4.18
H 0.73 4.67 2.13
H 1.20 5.59 3.58
H -0.19 2.88 3.49
H -0.90 4.39 3.99
H 0.60 4.47 5.86
H 1.71 3.62 7.48
H 2.34 2.06 7.39
H -0.08 0.47 3.26
H 1.96 0.82 5.55
C -2.41 -3.48 -1.89
C -2.24 -2.43 -2.95
C -3.19 -1.42 -3.06
C -3.06 -0.44 -4.04
C -1.97 -0.47 -4.88
C -1.00 -1.47 -4.78
N 0.04 -1.45 -5.72
C 1.42 -1.58 -5.46
C 2.24 -1.98 -6.52
C 3.60 -2.18 -6.32
C 4.15 -2.01 -5.06
C 3.34 -1.58 -4.02
C 1.99 -1.32 -4.21
C 1.23 -0.60 -3.10
O 0.65 0.46 -3.43
O 1.31 -1.05 -1.94
C -1.16 -2.49 -3.84
C -0.20 -3.66 -3.77
H -3.25 -3.23 -1.24
H -1.51 -3.56 -1.27
H -2.60 -4.47 -2.32
H -4.03 -1.40 -2.38
H -3.79 0.34 -4.12
H -1.83 0.32 -5.61
H -0.16 -0.87 -6.52
H 1.80 -2.14 -7.49
H 4.22 -2.48 -7.15
H 5.20 -2.19 -4.89
H 3.75 -1.40 -3.03
H 0.24 -3.85 -4.74
H -0.71 -4.56 -3.43
H 0.61 -3.44 -3.07
Br -5.07 1.29 2.68
C -4.32 -0.45 2.63
C -5.23 -1.49 2.76
C -4.79 -2.81 2.76
C -3.44 -3.09 2.62
C -2.54 -2.05 2.50
C -2.95 -0.71 2.51
C -1.87 0.35 2.52
O -2.09 1.53 2.36
O -0.69 -0.17 2.78
H -6.28 -1.26 2.86
H -5.51 -3.61 2.88
H -3.10 -4.11 2.62
H -1.48 -2.25 2.40

Properties
LUMO (eV): 2.3
Relative energy (zero: lowest compared OMol25 entry of this formula, charge and spin) (kcal per mole): 62.22
E_HOMO (eV): -4.9
Total charge: -1
Frontier orbital gap (eV): 7.186

[5]
ORCA calculation (wB97M-V/def2-TZVPD) on a molecular structure, C28H32BrN3O7Pt.

Geometry (Å):
Pt -0.82 0.85 0.47
C 0.94 -4.02 -4.76
C 1.90 -4.20 -3.57
C 3.33 -4.34 -4.09
C 1.52 -5.48 -2.80
C 1.74 -3.02 -2.64
C 0.45 -2.78 -2.07
C 0.30 -1.72 -1.24
Br -1.43 -1.44 -0.45
C 1.34 -0.79 -0.91
O 1.14 0.21 -0.15
C 2.66 -1.05 -1.49
C 2.78 -2.15 -2.32
C 3.92 -0.22 -1.24
C 4.97 -1.16 -0.61
C 4.43 0.28 -2.60
C 3.78 1.00 -0.33
H 1.04 -4.87 -5.43
H 1.17 -3.12 -5.32
H -0.11 -3.97 -4.45
H 3.38 -5.21 -4.75
H 4.04 -4.50 -3.29
H 3.63 -3.47 -4.68
H 1.64 -6.34 -3.46
H 0.49 -5.48 -2.45
H 2.18 -5.63 -1.94
H -0.38 -3.43 -2.29
H 3.74 -2.35 -2.76
H 5.21 -2.00 -1.25
H 4.63 -1.54 0.35
H 5.88 -0.59 -0.44
H 4.67 -0.54 -3.28
H 5.34 0.85 -2.44
H 3.70 0.93 -3.08
H 3.48 0.73 0.69
H 3.08 1.74 -0.72
H 4.76 1.48 -0.27
O -4.78 -2.83 5.28
C -4.26 -1.80 6.08
N -3.21 -1.23 5.25
C -2.50 -0.16 5.67
O -2.70 0.43 6.71
C -1.43 0.36 4.73
C -0.36 1.05 5.28
C 0.61 1.59 4.46
C 0.47 1.45 3.09
N -0.58 0.81 2.56
C -1.52 0.27 3.36
H -5.44 -3.32 5.77
H -3.84 -2.16 7.02
H -5.00 -1.02 6.30
H -2.89 -1.82 4.50
H -0.32 1.16 6.36
H 1.46 2.12 4.85
H 1.20 1.86 2.40
H -2.37 -0.19 2.87
O -2.87 1.82 0.79
C -2.48 2.79 0.11
O -1.25 2.67 -0.36
C -3.25 3.98 -0.19
C -4.53 4.13 0.35
C -5.27 5.26 0.06
C -4.74 6.25 -0.76
C -3.47 6.08 -1.28
C -2.71 4.96 -1.02
N -2.90 7.13 -2.16
O -3.59 8.08 -2.39
O -1.81 6.89 -2.64
H -4.94 3.35 0.99
H -6.26 5.39 0.48
H -5.29 7.15 -1.00
H -1.72 4.87 -1.46

Properties
LUMO (spin up / spin down) (eV): -5.8 / -9.7
2S+1: 5
E_HOMO (spin up / spin down) (eV): -14.6 / -14.6
Total charge: +2
Frontier orbital gap (spin up / spin down) (eV): 8.805 / 4.819

[6]
ORCA calculation (wB97M-V/def2-TZVPD) on a molecular structure, C28H32ClF6N14O3PS2Ti.

Geometry (Å):
Ti 1.60 -1.25 -1.50
N 3.79 -2.19 1.03
C 2.46 -2.11 1.36
N 2.00 -2.33 2.58
N 0.68 -2.11 2.48
N 0.35 -1.79 1.29
N 1.47 -1.78 0.52
C 4.33 -1.68 -0.12
N 5.63 -1.56 -0.33
N 5.72 -1.00 -1.55
N 4.56 -0.81 -2.06
N 3.63 -1.23 -1.17
H 4.43 -2.41 1.77
O 1.37 1.65 -3.87
S 0.86 1.93 -2.55
O -0.57 1.94 -2.40
N 1.56 0.98 -1.39
C 2.18 1.73 -0.43
S 2.78 1.21 1.00
C 2.23 3.18 -0.80
C 2.86 4.21 -0.13
C 2.79 5.49 -0.67
C 2.09 5.74 -1.85
C 1.45 4.71 -2.52
C 1.54 3.44 -1.97
H 3.40 4.00 0.78
H 3.28 6.31 -0.16
H 2.05 6.74 -2.24
H 0.90 4.88 -3.44
F 0.99 -3.16 -1.95
P 1.89 -4.67 -2.29
F 3.01 -3.75 -2.97
F 1.09 -4.70 -3.68
F 2.68 -6.01 -2.60
F 2.60 -4.46 -0.87
F 0.68 -5.43 -1.58
C 4.38 0.57 -5.18
C 3.40 -0.52 -5.63
C 2.53 -0.91 -4.52
N 1.87 -1.20 -3.64
H 5.03 0.83 -6.01
H 4.97 0.24 -4.33
H 3.82 1.46 -4.87
H 3.92 -1.42 -5.97
H 2.76 -0.17 -6.44
C -5.17 -1.63 2.71
C -4.33 -1.45 1.43
C -3.01 -2.20 1.65
C -5.12 -2.09 0.29
C -4.11 0.08 1.16
O -5.41 0.72 1.12
C -3.32 0.80 2.27
C -1.79 0.84 2.22
C -1.21 1.35 3.52
C -1.45 2.66 3.95
C -0.93 3.12 5.15
C -0.16 2.27 5.92
Cl 0.49 2.84 7.43
C 0.10 0.97 5.51
C -0.43 0.52 4.31
C -3.63 0.44 -0.27
N -2.54 -0.31 -0.89
C -1.23 -0.24 -0.70
N -0.61 -1.03 -1.56
C -1.62 -1.56 -2.30
N -2.80 -1.16 -1.93
H -5.26 -2.69 2.91
H -6.19 -1.24 2.58
H -4.72 -1.17 3.59
H -3.23 -3.26 1.77
H -2.50 -1.87 2.56
H -2.31 -2.11 0.83
H -5.39 -3.11 0.58
H -4.55 -2.16 -0.63
H -6.04 -1.54 0.09
H -5.73 0.80 2.02
H -3.62 0.37 3.23
H -3.68 1.83 2.28
H -1.49 1.52 1.42
H -1.36 -0.14 2.01
H -2.04 3.33 3.33
H -1.12 4.13 5.48
H 0.72 0.32 6.12
H -0.20 -0.49 3.97
H -3.36 1.50 -0.28
H -4.48 0.31 -0.93
H -0.74 0.37 0.03
H -1.46 -2.27 -3.09

Properties
LUMO (spin up / spin down) (eV): 1.6 / 1.6
2S+1: 2
Relative energy (zero: lowest compared OMol25 entry of this formula, charge and spin) (kcal per mole): 0.00
E_HOMO (spin up / spin down) (eV): -5.8 / -5.8
Total charge: -1
Frontier orbital gap (spin up / spin down) (eV): 7.345 / 7.395